73
Properties=species:S:1:pos:R:3:mulliken_charge:R:1 method="wB97M-V/def2-TZVPD" total_energy_ha=-4392.4970 homo_energy_ev=-7.80 multiplicity=1 smiles="CCOCC[C@@]1(C[C@H](C)Br)[C@H](P(C)C)C(=O)N[C@]1(ON=O)N(C)C(C)=O.CCO.CCO" orbital_gap_ev=7.6 charge=0 lumo_ev=-0.22
C 2.073 -4.116 1.401 -0.74
C 2.339 -3.611 -0.160 -0.36
O 1.330 -2.555 -0.448 -0.12
C 1.649 -1.880 -1.716 -0.78
C 0.998 -0.387 -1.893 -0.41
C 1.208 0.625 -0.623 1.39
C 0.958 2.107 -1.345 -1.23
C -0.566 2.315 -1.910 0.04
C -0.431 2.805 -3.504 -1.04
Br -1.454 3.868 -0.962 -0.15
C 0.344 0.276 0.745 0.14
P -1.553 0.088 0.641 0.52
C -2.077 -1.560 -0.174 -0.75
C -2.410 0.206 2.344 -0.88
C 0.815 1.551 1.662 0.03
O 0.151 2.390 2.460 -0.62
N 2.320 1.599 1.322 -0.13
C 2.696 0.748 0.090 -1.36
O 3.313 -0.466 0.646 0.16
N 3.348 -0.458 1.990 0.22
O 3.806 -1.551 2.343 -0.43
N 3.769 1.592 -0.561 0.41
C 4.213 1.055 -1.902 -0.67
C 4.947 1.855 0.363 0.62
C 5.127 3.253 1.264 -1.00
O 5.982 0.979 0.493 -0.52
H 1.636 -3.204 2.001 0.11
H 1.293 -4.986 1.476 0.24
H 3.149 -4.405 1.819 0.28
H 2.236 -4.559 -0.849 0.32
H 3.453 -3.200 -0.180 0.25
H 2.824 -1.913 -1.839 0.27
H 1.225 -2.538 -2.617 0.33
H 1.381 0.053 -2.924 0.24
H -0.174 -0.554 -2.050 0.26
H 1.278 3.010 -0.674 0.60
H 1.674 2.140 -2.300 -0.02
H -1.228 1.351 -1.937 0.26
H 0.312 2.082 -4.093 0.23
H -1.494 2.707 -3.986 0.37
H -0.080 3.943 -3.582 0.32
H 0.724 -0.683 1.337 0.05
H -2.239 -1.361 -1.316 0.39
H -1.248 -2.388 -0.057 -0.02
H -3.024 -1.953 0.398 0.34
H -3.396 0.846 2.235 0.27
H -1.757 0.747 3.177 0.31
H -2.624 -0.882 2.786 0.25
H 2.396 2.649 1.163 0.39
H 3.751 0.025 -2.208 0.10
H 3.839 1.845 -2.715 0.26
H 5.382 0.993 -2.046 0.34
H 4.165 3.918 1.272 0.29
H 5.424 2.933 2.374 0.28
H 6.037 3.910 0.884 0.34
C -1.947 -4.262 2.717 -0.54
C -3.380 -4.397 2.244 -0.39
O -3.408 -4.928 0.927 -0.50
H -1.381 -3.607 2.046 -0.15
H -1.908 -3.850 3.729 0.33
H -1.444 -5.234 2.712 0.43
H -3.872 -3.421 2.229 0.25
H -3.949 -5.061 2.901 0.33
H -2.976 -5.799 0.952 0.31
C -5.909 4.159 -0.976 -0.85
C -6.367 2.727 -0.791 -0.21
O -5.568 1.857 -1.579 -0.50
H -5.977 4.452 -2.028 0.25
H -6.518 4.843 -0.378 0.33
H -4.861 4.271 -0.681 0.19
H -7.408 2.614 -1.108 0.29
H -6.290 2.422 0.257 0.22
H -4.647 1.958 -1.285 0.26